Entry from the OMol25 dataset: C3H2BaO3 as an isolated structure (ωB97M-V with the def2-TZVPD basis set).

Last column: Mulliken charge in e.
Atoms and positions in Å:
1 H -2.71 -1.74 -1.34  0.351
2 C -4.28 0.90 -1.88  -0.241
3 C -3.94 -0.24 -1.65  0.047
4 O -3.67 -1.43 -1.19  -0.545
5 H -4.65 1.90 -1.96  0.388
6 C -1.32 -1.71 1.26  0.605
7 O -1.11 -2.43 0.38  -0.185
8 O -1.17 -1.11 2.26  -0.336
9 Ba -0.35 -0.22 4.61  1.916

Output
HOMO-LUMO gap ... 0.1552 hartree
ΔE to the lowest compared entry with this formula, charge and spin ... 29.6 kcal per mole
Total charge ... +2